Below is a 11-piece molecular cluster, C4H31N3O11 overall, with properties calculated with ωB97M-V/def2-TZVPD.

Last column: Mulliken charge in e.
Positions of all 49 atoms, in Å:
O (-0.185, 0.450, 2.193)  -0.64
C (-0.971, -0.273, 1.611)  0.44
N (-2.124, 0.268, 1.074)  -0.21
C (-1.066, -1.809, 1.690)  0.47
C (-0.561, -2.283, 3.048)  -1.58
N (-0.239, -2.447, 0.648)  -0.23
C (-0.542, -2.349, -0.729)  -0.92
N (0.221, -1.300, -1.445)  -0.33
H (-2.777, -0.281, 0.539)  0.25
H (-2.075, 1.238, 0.787)  -0.05
H (-2.042, -2.117, 1.319)  0.41
H (-1.034, -3.100, 3.578)  0.28
H (0.486, -2.596, 2.983)  0.27
H (-0.534, -1.393, 3.680)  0.49
H (0.737, -2.575, 0.860)  0.22
H (-1.621, -2.254, -0.932)  0.21
H (-0.327, -3.302, -1.237)  0.44
H (0.394, -0.524, -0.820)  0.14
H (1.061, -1.706, -1.855)  0.44
H (2.482, 0.198, -0.909)  0.27
H (3.756, 0.810, -1.116)  0.29
O (3.154, 0.645, -0.380)  -0.66
H (3.387, -0.412, 2.755)  0.31
H (3.846, -0.304, 1.291)  0.37
O (4.134, -0.559, 2.179)  -0.63
H (1.364, 0.142, 4.345)  0.31
H (1.571, -1.366, 4.858)  0.31
O (1.283, -0.478, 5.074)  -0.62
H (-0.026, 1.475, -2.327)  0.35
H (0.515, 2.353, -1.127)  0.24
O (-0.284, 1.964, -1.510)  -0.57
H (-2.919, 3.518, 0.419)  0.34
H (-2.496, 3.049, 1.830)  0.33
O (-3.225, 3.028, 1.198)  -0.68
H (-1.603, 0.273, -3.391)  0.29
H (-0.431, -0.502, -2.841)  0.52
O (-0.643, 0.246, -3.479)  -0.86
H (-4.524, 0.944, -2.061)  0.27
H (-2.946, 1.208, -1.825)  0.32
O (-3.645, 0.571, -1.988)  -0.63
H (-1.488, 3.210, -1.738)  0.38
H (-2.188, 4.379, -2.324)  0.32
O (-2.038, 3.972, -1.461)  -0.64
H (2.261, 3.104, -2.695)  0.27
H (3.055, 3.319, -1.402)  0.27
O (2.314, 2.827, -1.771)  -0.54
H (3.403, -2.757, -2.603)  0.27
H (2.465, -3.722, -2.020)  0.27
O (2.666, -2.783, -1.975)  -0.60

Calculated values
Total energy: -31644.4222 eV
SMILES: C[C@H](NCN)C(N)=O.O.O.O.O.O.O.O.O.O.O
Kohn-Sham gap: 8.4 eV
Energy relative to the best compared isomer or geometry (same formula, charge and spin): 105.7 kJ/mol

Below is C17H30Cl2FIKN3O9P2 as an isolated structure, with properties calculated with ωB97M-V/def2-TZVPD.

Last column: Mulliken charge in e.
Positions of all 66 atoms, in Å:
N (-6.006, 1.671, -2.832)  -0.37
C (-4.979, 2.713, -3.032)  -0.11
O (-5.368, 3.887, -3.230)  -0.58
C (-3.438, 2.500, -2.977)  -0.29
C (-2.967, 1.058, -3.442)  -0.84
N (-2.123, 0.415, -2.385)  0.16
C (-0.816, 0.883, -2.285)  0.85
C (-0.200, 1.986, -3.189)  -0.66
C (0.706, 1.433, -4.342)  -0.60
C (-0.075, 0.399, -5.220)  -0.49
O (-0.990, 1.054, -6.095)  -0.61
C (0.079, 0.301, -1.246)  -0.16
C (1.557, 0.797, -1.021)  -1.52
C (1.410, 2.035, -0.009)  -0.20
C (2.701, 2.296, 0.850)  -1.09
I (2.042, 2.075, 2.963)  0.12
C (-0.374, -0.775, -0.354)  1.17
Cl (0.626, -1.550, 0.873)  -0.04
C (-1.787, -1.223, -0.513)  0.01
O (-2.253, -2.234, 0.344)  -0.32
N (-2.340, -3.489, -0.274)  0.26
O (-1.594, -3.606, -1.168)  -0.22
C (-2.618, -0.577, -1.534)  0.23
P (-4.408, -1.190, -1.614)  0.41
O (-4.711, -1.715, -2.983)  -0.59
H (-6.204, 1.707, -1.820)  0.31
H (-6.829, 2.013, -3.345)  0.24
H (-3.000, 3.237, -3.714)  0.41
H (-2.978, 2.787, -1.984)  0.42
H (-2.346, 1.104, -4.385)  -0.10
H (-3.886, 0.465, -3.684)  0.93
H (-0.930, 2.691, -3.657)  0.09
H (0.450, 2.617, -2.511)  0.13
H (0.957, 2.306, -5.018)  0.47
H (1.685, 0.989, -4.030)  0.26
H (-0.538, -0.357, -4.524)  0.25
H (0.651, -0.185, -5.867)  0.43
H (-1.685, 0.404, -6.359)  0.27
H (2.173, -0.026, -0.574)  0.50
H (2.021, 1.149, -1.975)  0.14
H (1.019, 2.957, -0.536)  0.21
H (0.574, 1.724, 0.693)  0.38
H (2.948, 3.392, 0.735)  0.32
H (3.567, 1.627, 0.623)  0.41
H (-4.548, -2.231, -0.635)  0.14
H (-5.251, -0.113, -1.195)  -0.04
C (1.930, -2.602, 4.995)  -0.59
O (3.297, -2.180, 4.958)  -0.23
P (3.983, -1.887, 6.490)  1.03
O (3.936, -0.392, 6.322)  -0.59
O (5.420, -2.494, 5.996)  -0.36
C (5.985, -2.030, 4.779)  -0.63
O (4.575, -1.821, 8.085)  -0.29
C (4.571, -3.064, 8.794)  -0.66
H (1.582, -2.735, 3.972)  0.03
H (1.842, -3.554, 5.526)  0.33
H (1.313, -1.845, 5.486)  0.34
H (5.675, -1.009, 4.548)  0.33
H (5.691, -2.696, 3.964)  0.23
H (7.071, -2.056, 4.872)  0.24
H (5.184, -3.806, 8.277)  0.28
H (3.546, -3.437, 8.888)  0.28
H (4.977, -2.899, 9.790)  0.25
F (-3.491, -0.384, -6.485)  -0.91
K (-7.139, 2.654, -5.173)  1.00
Cl (0.129, 0.840, 4.391)  -0.78

Calculated values
Total energy: -111767.6590 eV
Kohn-Sham gap: 3.2 eV

Below is a 7-piece molecular cluster, H14O7 overall, with properties calculated with ωB97M-V/def2-TZVPD.

Last column: Mulliken charge in e.
Positions of all 21 atoms, in Å:
O (1.125, 1.462, -0.464)  -0.66
H (1.895, 1.825, -0.025)  0.26
H (1.332, 1.520, -1.397)  0.32
O (-1.397, 2.997, -1.604)  -0.61
H (-1.970, 2.615, -2.269)  0.35
H (-0.735, 2.325, -1.443)  0.30
O (0.452, 0.825, 3.003)  -0.41
H (1.097, 1.470, 2.714)  0.36
H (0.076, 0.481, 2.193)  0.43
O (2.630, -1.467, 0.709)  -0.61
H (3.196, -1.505, -0.062)  0.33
H (2.261, -2.347, 0.780)  0.30
O (-3.182, 0.777, 0.797)  -0.20
H (-3.024, 1.704, 0.619)  0.42
H (-2.319, 0.369, 0.728)  0.48
O (-0.640, -0.295, 0.522)  -0.76
H (-0.234, -1.162, 0.552)  0.30
H (-0.115, 0.193, -0.112)  0.41
O (-0.194, -3.787, -2.108)  -0.60
H (-0.177, -3.301, -1.283)  0.27
H (-0.078, -4.701, -1.850)  0.34

Calculated values
2S+1: 2
Total energy: -14548.6632 eV
Expectation value of S²: 0.76
Total charge: +1
Kohn-Sham gap (alpha / beta): 10.9 / 3.2 eV
Energy relative to the best compared isomer or geometry (same formula, charge and spin): 129.8 kJ/mol

Below is a 3-piece molecular cluster, C2H8NO4 overall, with properties calculated with ωB97M-V/def2-TZVPD.

Last column: Mulliken charge in e.
Positions of all 15 atoms, in Å:
O (0.790, 0.599, -1.630)  -0.75
C (0.073, -0.352, -1.216)  0.69
O (-1.066, -0.266, -0.704)  -0.84
C (0.679, -1.751, -1.359)  -0.56
N (2.041, -1.855, -0.901)  -0.62
H (-0.008, -2.435, -0.863)  0.31
H (0.655, -1.973, -2.427)  0.20
H (2.545, -1.043, -1.221)  0.28
H (2.078, -1.889, 0.112)  0.24
H (-0.048, 1.497, 4.172)  0.33
H (-0.658, 0.090, 4.418)  0.33
O (-0.058, 0.747, 4.777)  -0.66
H (-1.148, 2.717, -0.280)  0.29
H (-1.605, 1.351, -0.592)  0.48
O (-1.982, 2.225, -0.283)  -0.73

Calculated values
Total energy: -11885.9700 eV
Total charge: -1
Kohn-Sham gap: 8.0 eV
Energy relative to the best compared isomer or geometry (same formula, charge and spin): 50.9 kJ/mol

The records above yield max |F| values of 3.0 9.3 2.3 1.2 eV/A, respectively.